{"formula": "C31H85NO23", "method": "ωB97M-V with the def2-TZVPD basis set", "orbital_gap_ev": 8.388, "homo_energy_ev": -8.3, "e_above_lowest_kcal_mol": 83.7, "e_tot_ha": -3016.9288, "smiles": "CC1(C)CCCC(C)(C)N1O.OCCO.OCCO.OCCO.OCCO.OCCO.OCCO.OCCO.OCCO.OCCO.OCCO.OCCO", "species": ["O", "O", "H", "H", "C", "H", "H", "H", "H", "O", "C", "H", "H", "C", "H", "C", "H", "H", "H", "O", "O", "H", "H", "H", "H", "C", "H", "H", "C", "H", "C", "H", "H", "N", "O", "H", "C", "H", "C", "H", "H", "C", "H", "H", "H", "H", "C", "C", "H", "H", "H", "O", "H", "H", "H", "H", "H", "O", "O", "H", "H", "H", "O", "H", "C", "O", "H", "H", "C", "C", "C", "C", "H", "H", "C", "O", "C", "H", "O", "C", "H", "H", "H", "H", "C", "H", "H", "C", "H", "O", "O", "C", "O", "C", "H", "H", "H", "C", "O", "H", "H", "H", "H", "H", "H", "H", "O", "H", "H", "C", "H", "H", "C", "C", "O", "H", "H", "H", "H", "O", "H", "H", "H", "C", "H", "O", "C", "H", "O", "H", "H", "H", "H", "H", "H", "H", "H", "O", "H", "C"], "xyz": [[2.080, 4.203, -6.985], [0.517, 0.361, -1.800], [1.081, -2.431, 4.245], [0.325, 1.230, -1.441], [8.448, -1.844, 0.766], [1.386, -7.633, -0.342], [0.487, 6.593, -2.895], [9.106, -4.540, 2.765], [8.806, -0.942, 2.625], [1.900, 5.290, -2.269], [5.900, -2.330, 1.437], [5.526, -4.503, 1.426], [9.096, -1.136, 0.250], [8.038, -4.330, 2.717], [5.227, 2.995, -0.273], [1.685, 7.574, -1.341], [-7.166, 2.369, -2.808], [0.003, 1.661, -7.383], [-8.133, -5.029, 1.972], [-7.410, -1.396, -4.852], [-6.618, 1.785, 3.339], [-3.218, 6.759, 2.847], [3.211, -0.880, 4.730], [-0.186, -8.392, -0.290], [-6.351, -6.352, 1.338], [-7.762, 1.707, 2.502], [-4.338, -6.328, 2.959], [4.323, 3.227, 1.981], [-7.536, -2.725, -4.301], [-5.793, 1.752, 2.848], [-6.154, 3.994, -2.916], [-4.546, 6.826, 1.279], [1.076, 0.253, 5.872], [6.296, -2.551, 2.863], [-3.012, 3.913, 2.618], [3.547, 7.446, -0.912], [-6.208, -2.971, -3.570], [-6.031, 4.886, -2.303], [0.183, 2.736, -7.404], [-0.164, 3.106, -8.369], [2.881, 4.072, -0.051], [5.446, -3.692, 0.702], [4.245, 5.057, 1.811], [4.880, -0.668, 2.181], [0.247, -7.178, -2.347], [6.253, 3.766, 0.824], [-1.340, -1.048, -0.999], [-2.822, 6.287, 1.948], [3.747, -2.015, 1.732], [0.665, -5.665, -1.480], [4.479, -0.967, 0.477], [-4.674, 2.431, -4.147], [-5.968, -2.274, -2.767], [5.013, -2.771, 4.231], [-2.154, -1.708, -1.298], [-3.961, 3.803, -2.879], [1.564, 0.159, 4.209], [-0.527, 3.274, -6.317], [-1.338, -6.318, -1.420], [7.646, -1.485, 4.929], [-5.243, -5.149, 3.996], [7.752, -4.229, 1.670], [-5.109, -2.945, -4.430], [-6.883, -6.610, 2.957], [-6.399, -5.874, 2.316], [2.686, -1.053, 5.515], [1.966, 7.128, -3.521], [-7.653, -3.333, -5.198], [-2.178, 4.909, 2.298], [-0.649, -0.277, -2.235], [4.626, -1.436, 1.450], [4.180, 4.085, 1.323], [-5.230, -3.880, 1.744], [6.705, -1.815, -0.513], [8.004, -2.470, 4.630], [3.018, 8.124, -1.340], [1.675, 2.850, -7.187], [-4.799, 2.463, -2.196], [5.359, -3.334, 3.535], [1.549, 6.620, -2.651], [9.744, -2.338, 2.510], [5.638, 4.855, -1.349], [2.252, 2.515, -8.049], [6.664, -0.501, 0.626], [6.971, -1.540, 0.508], [7.331, -5.039, 3.148], [-7.410, -0.353, 2.234], [0.053, -6.568, -1.464], [9.039, -2.668, 4.907], [-6.437, 0.725, 0.794], [-4.066, 5.995, 1.289], [-4.861, 3.199, -2.998], [-1.844, -0.026, -0.054], [0.320, -7.429, -0.234], [-0.481, -0.975, -3.055], [-1.381, 4.921, 3.041], [-8.471, -2.773, -3.742], [5.306, 3.915, 0.307], [-4.544, -4.439, 2.117], [1.998, 2.361, -6.268], [-6.541, 4.415, -3.844], [-0.706, -1.846, 6.241], [-1.338, 0.443, -2.677], [-8.362, 0.330, 0.948], [-6.515, 1.621, 0.459], [2.710, 5.039, -2.717], [-7.196, 3.238, -2.402], [0.082, 3.662, -5.685], [-0.766, -1.711, -0.351], [1.485, -0.427, 5.125], [-8.712, 1.634, 3.032], [-7.650, 2.613, 1.906], [8.731, -1.985, 2.315], [-5.042, -5.496, 2.983], [5.283, 5.097, -0.490], [-1.660, 4.747, 1.353], [4.390, -3.838, 0.476], [-0.210, -1.205, 4.221], [-1.514, -5.685, -0.720], [-7.251, -4.716, 2.183], [-6.073, -4.022, -3.312], [-5.125, -2.077, -4.841], [1.419, 7.000, -0.454], [0.630, -1.602, 4.790], [6.065, -3.997, -0.142], [0.099, -2.224, 5.880], [7.716, -2.880, 3.157], [-8.144, -1.072, -5.379], [0.089, -6.802, 0.955], [-3.786, 2.586, -4.478], [-2.509, 3.123, 2.828], [0.999, 8.410, -1.480], [7.361, -2.869, 5.414], [8.649, -2.860, 0.425], [2.113, 4.587, -7.864], [-2.278, 6.998, 1.326], [-2.790, -0.162, 0.041], [2.928, 3.854, 0.883], [-0.157, -7.481, 1.587], [-7.523, 0.535, 1.612]], "forces_ev_per_a": [[-0.029, 0.381, 0.014], [0.819, -0.108, -0.402], [0.661, 0.682, -0.389], [-0.291, -0.098, 0.074], [-0.624, -1.524, 1.573], [0.553, -0.481, 0.285], [-0.274, -0.159, 0.106], [-0.227, -0.400, 0.349], [-0.586, 0.053, 0.805], [0.649, 0.236, -0.777], [-1.104, -1.022, -1.520], [0.440, -0.085, 0.157], [0.117, -0.081, 0.244], [-0.821, 1.254, -0.246], [-0.617, -0.002, -0.303], [0.566, -0.466, -2.978], [-0.102, -0.115, -0.105], [-0.244, -0.278, -0.366], [0.001, 0.028, -0.029], [0.741, 0.739, 0.556], [-0.457, 0.021, 2.031], [0.944, 0.451, 0.502], [0.777, -0.355, 0.274], [-0.326, 0.087, -0.318], [0.784, 0.091, -0.108], [1.925, 0.242, -0.715], [-0.056, 0.154, -0.002], [0.521, 0.451, 0.997], [-0.037, 1.219, -1.183], [-0.253, -0.025, -0.478], [0.337, 0.643, -0.575], [-0.182, -0.086, -0.118], [-0.065, -0.355, 0.328], [1.466, 2.246, -1.542], [-2.666, -1.639, 0.580], [0.466, 0.014, 0.047], [-0.044, -1.311, -0.246], [0.165, -0.250, 0.495], [0.614, -1.227, 0.729], [0.037, 0.421, 0.078], [-0.404, 0.289, -0.229], [0.679, -0.448, 1.363], [0.395, 0.018, 0.239], [-0.499, 0.302, 0.062], [0.071, 0.149, -0.052], [0.209, 0.527, 0.263], [-0.610, 1.535, 0.008], [-2.364, -0.870, 1.752], [0.009, 0.209, 0.092], [0.007, 0.104, 0.031], [-0.158, -0.139, -0.030], [-0.327, -0.473, -1.546], [-0.824, -0.077, 0.403], [-0.031, 0.119, 0.100], [-0.282, 0.316, -0.525], [-0.242, 0.601, 0.218], [0.482, 0.218, -0.116], [-0.615, 0.332, 0.062], [-0.478, 0.712, -0.958], [0.902, 0.983, -1.190], [0.207, 0.091, 0.051], [0.321, -0.733, -0.194], [0.628, 0.897, -1.415], [-0.210, -0.095, 0.256], [-0.389, -0.714, 0.914], [1.534, 1.229, 0.070], [0.966, -0.585, 0.129], [0.284, -0.854, 0.371], [2.835, 2.468, -1.969], [-1.221, -1.172, 1.768], [1.097, -0.230, 0.365], [2.377, -1.457, 0.826], [-0.526, -0.276, 0.419], [-0.036, 0.035, -0.017], [-0.877, -0.512, 0.524], [-0.826, -0.503, 0.695], [0.448, 0.964, -0.297], [-0.475, 0.324, 0.708], [0.095, -0.817, -0.109], [-1.744, 1.292, 2.665], [-0.059, -0.443, -0.169], [0.126, 0.295, -0.150], [-0.182, -0.766, 0.044], [0.647, 0.280, 0.096], [-1.027, -0.854, 1.415], [0.519, -0.200, 0.282], [0.406, -0.060, -0.045], [-1.290, -0.938, 1.374], [-0.047, 0.252, 0.023], [1.881, 0.118, -0.451], [0.128, -0.250, -0.834], [1.025, 0.201, 0.674], [0.309, -0.635, -0.885], [2.199, -0.857, -2.139], [0.681, -0.201, 0.210], [0.176, 1.032, 0.173], [0.309, -0.275, 0.606], [-0.419, 0.474, 0.596], [1.426, -0.599, 0.858], [-0.207, -0.441, -0.158], [0.780, -0.127, -0.721], [0.149, 0.330, -0.337], [-0.423, 0.071, 0.396], [-0.674, 0.045, 0.168], [0.166, 0.166, -0.411], [0.088, -0.044, -0.040], [-0.963, -0.811, 1.054], [0.147, 0.203, -0.109], [1.052, 0.242, -0.626], [-0.185, -1.023, -0.695], [0.380, 0.207, 0.353], [-1.117, 0.317, -0.357], [-0.752, 1.349, -0.946], [-1.962, 1.468, -2.763], [0.192, -0.364, -0.572], [0.311, -0.779, -0.374], [-0.082, 0.945, -0.473], [-0.192, -0.082, -0.783], [0.015, 0.001, 0.159], [0.736, -0.127, 0.383], [-1.110, 0.017, 1.153], [0.252, 0.226, -0.340], [0.185, 0.024, 0.049], [-2.615, 1.089, -1.055], [-0.037, 0.282, -0.125], [-0.501, -1.726, 2.612], [0.507, 0.778, 0.275], [-0.198, -0.546, 0.115], [-0.739, 0.958, 1.445], [-0.138, -0.053, -0.156], [0.022, 0.070, -0.051], [0.015, 0.035, 0.157], [0.019, -1.708, -0.280], [0.084, 0.119, -0.814], [0.005, 0.410, 0.075], [0.791, -0.453, 0.285], [-0.062, 0.076, 0.005], [-2.501, -0.119, -1.739], [-0.018, 0.277, 0.190], [-2.213, -0.976, -0.159]], "lowdin_charge": [-0.08, -0.07, 0.13, 0.09, -0.17, 0.11, 0.10, 0.09, 0.10, -0.08, -0.42, 0.06, 0.11, -0.02, 0.12, -0.19, 0.09, 0.11, 0.08, -0.10, -0.07, 0.11, 0.07, 0.12, 0.11, -0.23, 0.12, 0.12, -0.20, 0.08, -0.26, 0.08, 0.12, -0.14, -0.03, 0.06, -0.25, 0.12, -0.26, 0.12, 0.07, -0.03, 0.13, 0.08, 0.12, 0.11, -0.16, -0.20, 0.07, 0.12, 0.08, -0.06, 0.12, 0.10, 0.10, 0.12, 0.12, -0.06, -0.07, 0.08, 0.11, 0.05, -0.07, 0.11, -0.24, -0.06, 0.12, 0.11, -0.31, -0.23, -0.06, -0.30, 0.06, 0.11, -0.04, -0.08, -0.24, 0.12, 0.00, -0.21, 0.11, 0.08, 0.12, 0.10, -0.12, 0.09, 0.13, -0.23, 0.08, -0.05, -0.09, -0.25, -0.11, -0.31, 0.11, 0.12, 0.11, -0.23, -0.09, 0.12, 0.12, 0.09, 0.11, 0.12, 0.08, 0.08, -0.06, 0.08, 0.11, -0.24, 0.13, 0.12, -0.13, -0.18, -0.07, 0.11, 0.07, 0.12, 0.08, -0.08, 0.12, 0.08, 0.11, -0.31, 0.07, -0.05, -0.46, 0.08, -0.03, 0.08, 0.10, 0.10, 0.07, 0.09, 0.08, 0.11, 0.06, -0.04, 0.10, -0.31]}